Arrangement i

The following is a quantum chemistry calculation of a molecular structure, C2H6N4O, from the Open Molecules 2025 dataset.

The geometry in XYZ format:
```
13
Properties=species:S:1:pos:R:3:lowdin_charge:R:1
C -0.86618 -0.66026 -0.09053 -0.493
C 0.66822 -0.47366 -0.09322 -0.142
H -0.90892 2.41879 -0.57673 0.177
H -1.06444 1.83134 1.11674 0.082
H -2.57187 0.01639 -0.48673 0.189
H 1.05192 -1.49244 -0.03321 0.086
H 3.61351 0.33776 -0.55490 0.048
H 2.88821 -1.15590 0.55612 0.194
N -1.34474 1.65319 0.16740 -0.031
N -1.65746 0.40067 -0.09354 -0.091
N 1.43563 0.51148 -0.22492 -0.007
N 2.89288 0.10739 0.18250 -0.071
O -1.38810 -1.73269 0.10763 0.058
```

Orbital gap in eV: 9.78
Total charge: 0

Arrangement ii

The following is a quantum chemistry calculation of C2H6N4O in the gas phase, from the Open Molecules 2025 dataset.

The geometry in XYZ format:
```
13
Properties=species:S:1:pos:R:3:lowdin_charge:R:1
H -1.00731 0.54896 -2.51917 0.073
N -0.96238 0.51100 -1.48917 0.125
C -0.04057 -0.25396 -1.09124 -0.464
N 0.71886 -1.14012 -1.82475 0.099
C 0.17705 -0.19944 0.37942 -0.427
N 0.48905 -1.15746 1.14415 0.145
H 0.69922 -1.97771 0.59293 0.043
N -0.17080 1.05296 0.80880 -0.046
O -0.23723 1.22018 2.19422 -0.040
H 1.78205 -1.10239 -1.72024 0.141
H 0.37877 -1.10546 -2.83509 0.123
H -0.93904 1.44367 0.20573 0.135
H -0.35790 0.28721 2.51985 0.092
```

Orbital gap in eV: 9.51
SMILES: [H]/N=C(N)/C(=N\[H])NO
Total charge: 0

Most stable structure: arrangement ii

Arrangement i

The following is a quantum chemistry calculation of a molecular structure, C2H5IN4, from the Open Molecules 2025 dataset.

The geometry in XYZ format:
```
12
Properties=species:S:1:pos:R:3:lowdin_charge:R:1
C -0.98633 -1.16342 0.16515 -0.319
C 0.89174 -0.14075 -0.65641 -0.139
N -2.11864 -1.95700 0.25716 -0.033
N -2.53323 1.03629 -0.06829 -0.568
N -0.06019 -1.23577 -0.69844 -0.006
N -3.27841 -2.01664 0.27468 -0.018
I -4.32848 0.29956 -0.40298 0.899
H -1.01200 -0.59116 1.10179 0.119
H 1.80851 -0.62091 -0.94816 0.066
H 0.91093 0.46871 0.21352 0.051
H 0.47927 0.67980 -1.36479 0.113
H -2.34294 1.11048 0.85654 -0.165
```

Orbital gap (alpha / beta) in eV: 6.36 / 8.09
Total charge: 0

Arrangement ii

The following is a quantum chemistry calculation of C2H5IN4 in the gas phase, from the Open Molecules 2025 dataset.

The geometry in XYZ format:
```
12
Properties=species:S:1:pos:R:3:lowdin_charge:R:1
C 0.99498 -2.17979 1.72137 0.002
N 0.41590 -1.12383 1.36563 -0.020
N 0.06006 -0.30583 0.47198 -0.062
N -1.11651 -0.07899 0.05709 -0.092
N -1.24999 1.17601 -0.71266 -0.565
C 0.05854 1.65052 -1.11566 -0.244
I -2.66331 0.67503 -2.25391 0.658
H 1.31965 -2.14858 2.72771 0.051
H 1.11165 -3.14407 1.25460 0.068
H 0.86052 0.93778 -1.45113 0.089
H -0.17993 2.40947 -1.84425 0.051
H 0.38843 2.13229 -0.22078 0.064
```

Orbital gap in eV: 8.06
SMILES: C=N/N=N/N(C)I
Total charge: 0

Most stable structure: arrangement ii